No. 1
C6H14N2O | the ωB97M-V functional and the def2-TZVPD basis

largest force on an atom	4.09	eV/Å
LUMO level	0.0333	hartree
frontier orbital gap	8.334	eV
E_HOMO	-7.43	eV

Structure (XYZ):
```
23
Properties=species:S:1:pos:R:3:forces:R:3:lowdin_charge:R:1
C 2.49934 0.62125 -0.27700 0.01 0.12 -0.11 -0.121
C 0.56842 -0.80807 0.33505 -3.91 0.71 -0.96 -0.576
N 0.80683 -1.64709 -0.74202 0.38 0.22 0.50 0.145
O 0.40853 -1.55932 1.46274 0.25 -0.73 0.60 0.044
N 1.33058 0.37247 0.53233 -2.14 2.46 -0.22 -0.081
H 0.46532 -0.96033 2.21834 0.10 -0.06 -0.18 0.109
H 0.81254 -2.63270 -0.52475 0.25 0.23 -0.68 0.104
H 1.08610 -1.18727 -1.59490 0.01 -0.86 0.04 0.093
H 2.96701 1.54214 0.07213 0.05 -0.03 -0.03 0.080
H 3.22475 -0.18876 -0.17451 -0.08 0.06 0.00 0.084
H 2.26662 0.75899 -1.34844 0.09 -0.06 0.05 0.075
C -1.98676 0.06840 1.18286 0.06 0.03 -0.13 -0.069
C -1.59883 0.06661 -1.30762 0.18 -0.07 0.14 -0.072
C -0.98446 0.25253 0.06239 1.40 -2.46 0.54 -0.430
C 0.00115 1.33108 0.23497 3.68 -0.06 0.49 -0.056
H -1.55413 0.32579 2.15076 -0.02 -0.01 0.05 0.073
H -0.88311 0.29014 -2.09976 -0.01 0.06 -0.07 0.069
H -2.33343 -0.96746 1.23484 0.05 0.03 -0.02 0.084
H -2.87002 0.70005 1.03674 0.01 0.04 0.03 0.079
H -1.92252 -0.96867 -1.45593 0.03 0.04 0.09 0.080
H -2.47828 0.70509 -1.44595 0.06 0.05 -0.02 0.079
H -0.09902 1.97976 1.10314 -0.16 0.14 -0.10 0.104
H 0.27336 1.90538 -0.65541 -0.28 0.14 0.01 0.105
```
Positions in Å, forces in eV/Å.

No. 2
C7H14N3OZn | the ωB97M-V functional and the def2-TZVPD basis

largest force on an atom	2.43	eV/Å
total charge	-1
LUMO level (alpha / beta)	0.1133 / 0.0990	hartree
frontier orbital gap (alpha / beta)	5.102 / 3.124	eV
E_HOMO (alpha / beta)	-2.02 / -0.43	eV

Structure (XYZ):
```
26
Properties=species:S:1:pos:R:3:forces:R:3:lowdin_charge:R:1
C -2.17782 -1.81816 -2.72110 -0.23 -0.16 -0.56 -0.322
Zn -0.58023 -0.76763 -2.40651 0.26 0.42 0.86 0.319
N 0.81894 0.44857 -3.18400 -0.23 -0.34 0.00 -0.056
H -4.37553 -0.51039 -0.40030 0.02 -0.44 0.25 0.020
H -4.32336 -1.17977 -0.05313 -0.05 0.46 -0.20 0.021
H -2.76223 -1.81313 -1.80008 -0.09 -0.19 -0.12 -0.091
H -1.91660 -2.85068 -3.01209 -0.23 0.35 0.14 -0.043
H -2.76345 -1.36278 -3.54380 0.18 -0.32 0.39 -0.040
H 1.75753 0.20012 -2.87213 0.19 0.03 -0.03 0.011
H 0.61468 1.40079 -2.88482 0.09 0.32 -0.03 0.010
H 0.78265 0.40071 -4.19980 0.21 0.16 -0.40 -0.036
N 1.55742 1.89716 3.93596 -0.16 0.84 0.80 0.128
C 2.05759 0.91422 3.13922 -0.81 -1.11 -2.00 -0.551
O 3.15972 0.40993 3.34597 0.36 0.17 0.55 -0.021
C 1.23500 0.48562 1.97170 1.16 0.76 1.86 -0.201
C 0.00515 1.05792 1.58901 -1.53 -0.12 -1.49 -0.070
C -0.58870 0.63373 0.39210 0.69 0.84 1.43 -0.198
N 0.02456 -0.24992 -0.44058 -1.21 -0.70 -0.96 -0.130
C 1.08106 -0.96297 0.04345 0.98 0.47 1.42 -0.210
C 1.72271 -0.59270 1.21419 -0.12 -1.18 -1.61 -0.055
H 2.11340 2.15384 4.73812 -0.16 -0.11 -0.15 0.092
H 0.59421 2.19289 3.91004 0.27 -0.18 -0.09 0.071
H -0.50902 1.83298 2.17488 0.23 -0.42 -0.26 0.084
H -1.56049 1.04003 0.07921 0.50 -0.12 0.02 0.084
H 1.41379 -1.82861 -0.53679 0.00 0.35 0.08 0.080
H 2.61902 -1.13179 1.52128 -0.32 0.20 0.09 0.103
```
Positions in Å, forces in eV/Å.